Entry 1:
An isolated molecule of C16H19N3O4 in a non-equilibrium geometry, computed with ωB97M-V/def2-TZVPD.

Bonds (Å) are listed after each position.
Geometry (Å):
1 O -0.60679 -1.69544 -2.81523  C7 1.224
2 N -2.04938 2.13767 4.29999  O4 1.416, C12 1.328
3 N -3.51599 0.59503 3.37155  O4 1.424, C13 1.336
4 O -3.23252 1.39133 4.51809  N2 1.416, N3 1.424
5 O 0.73049 2.40343 0.34393  C8 1.378, C21 1.461
6 O -0.86565 2.12087 -2.30130  C23 1.453, H24 0.996
7 C -0.26416 -2.06917 -1.70098  O1 1.224, N14 1.394, C17 1.522
8 C -0.31837 1.81440 1.01622  O5 1.378, C9 1.396, C10 1.411
9 C -1.16523 0.83799 0.48868  C8 1.396, C11 1.413, C22 1.505
10 C -0.58875 2.28652 2.31839  C8 1.411, C12 1.407, H25 1.116
11 C -2.29658 0.40347 1.21456  C9 1.413, C13 1.410, H26 1.070
12 C -1.67854 1.80728 3.06810  N2 1.328, C10 1.407, C13 1.369
13 C -2.54299 0.90356 2.51001  N3 1.336, C11 1.410, C12 1.369
14 N -0.26070 -1.16135 -0.64355  C7 1.394, C18 1.472, C22 1.478
15 C 2.36857 0.93169 -0.74399  C21 1.546, H27 1.078, H28 1.125, H29 1.082
16 C 1.71181 3.06977 -1.76272  C21 1.572, H30 1.094, H31 1.073, H32 1.081
17 C 0.37710 -3.44560 -1.60206  C7 1.522, C19 1.550, H33 1.099, H34 1.099
18 C 0.11626 -1.61714 0.70394  N14 1.472, C20 1.533, H35 1.091, H36 1.088
19 C 0.35775 -3.94236 -0.13399  C17 1.550, C20 1.546, H37 1.073, H38 1.089
20 C 1.00478 -2.86459 0.76599  C18 1.533, C19 1.546, H39 1.092, H40 1.085
21 C 1.14365 1.85338 -0.94552  O5 1.461, C15 1.546, C16 1.572, C23 1.558
22 C -0.86642 0.17366 -0.82797  C9 1.505, N14 1.478, C23 1.559, H41 1.084
23 C 0.00471 1.11717 -1.71265  O6 1.453, C21 1.558, C22 1.559, H42 1.087
24 H -1.19149 2.75614 -1.60704  O6 0.996
25 H 0.07094 3.06819 2.76425  C10 1.116
26 H -2.92881 -0.35917 0.81089  C11 1.070
27 H 3.19220 1.36952 -0.20410  C15 1.078
28 H 2.71510 0.61369 -1.76590  C15 1.125
29 H 2.08646 0.01800 -0.23852  C15 1.082
30 H 0.99904 3.89769 -1.70185  C16 1.094
31 H 1.84536 2.76435 -2.78308  C16 1.073
32 H 2.67541 3.38135 -1.38385  C16 1.081
33 H -0.22153 -4.13140 -2.21796  C17 1.099
34 H 1.41454 -3.37723 -1.95857  C17 1.099
35 H 0.64689 -0.80679 1.20516  C18 1.091
36 H -0.81658 -1.82908 1.22302  C18 1.088
37 H -0.64041 -4.18756 0.17339  C19 1.073
38 H 0.88779 -4.88919 -0.03699  C19 1.089
39 H 1.06897 -3.26926 1.77834  C20 1.092
40 H 2.00701 -2.62935 0.42490  C20 1.085
41 H -1.78922 0.02176 -1.37631  C22 1.084
42 H 0.41528 0.53673 -2.53522  C23 1.087

## Properties
total charge: 0
E: -1086.22827 a.u.
E_HOMO: -0.32355 hartree
energy relative to the best compared isomer or geometry (same formula, charge and spin): 117.9 kcal/mol
SMILES: CC1(C)Oc2cc3nonc3cc2[C@H](N2CCCCC2=O)[C@H]1O

Entry 2:
An isolated molecule of C5H6Cl2O2S in a non-equilibrium geometry, computed with ωB97M-V/def2-TZVPD.

Bonds (Å) are listed after each position.
Geometry (Å):
1 C -2.06139 0.30203 -0.37816  C2 1.507, C3 1.388, O7 1.547, S8 1.796
2 C -0.57814 0.47834 -0.18091  C1 1.507, C4 1.454, C5 1.576, S8 1.853
3 C -3.21782 -0.45272 -0.23921  C1 1.388, O7 1.374, Cl9 1.842, Cl10 1.753
4 C 0.38425 0.29088 -1.25410  C2 1.454, H11 1.128, H12 1.090, H13 1.124
5 C -0.06491 -0.03195 1.21935  C2 1.576, H14 1.095, H15 1.087, H16 1.136
6 O -2.04138 2.64023 0.89350  S8 1.455
7 O -2.84176 -0.32960 -1.55548  C1 1.547, C3 1.374
8 S -1.57622 2.03068 -0.34358  C1 1.796, C2 1.853, O6 1.455
9 Cl -4.72392 0.47524 0.27512  C3 1.842
10 Cl -3.33821 -2.06519 0.43667  C3 1.753
11 H 1.30077 0.93948 -1.14595  C4 1.128
12 H 0.05479 0.73215 -2.19421  C4 1.090
13 H 0.63687 -0.77672 -1.49721  C4 1.124
14 H 0.84692 0.57368 1.23815  C5 1.095
15 H 0.11604 -1.08063 0.99654  C5 1.087
16 H -0.80761 0.31895 2.00392  C5 1.136

## Properties
total charge: 0
E: -1663.04146 a.u.
E_HOMO: -0.36417 hartree
energy relative to the best compared isomer or geometry (same formula, charge and spin): 46.9 kcal/mol

Entry 3:
An isolated molecule of C5H3NS in a non-equilibrium geometry, computed with ωB97M-V/def2-TZVPD.

Bonds (Å) are listed after each position.
Geometry (Å):
1 C 1.24294 0.80462 2.19270  C2 1.208, H8 1.146
2 C 0.28712 0.12715 1.89869  C1 1.208, S7 1.671
3 C 1.43516 1.32950 -1.16272  N6 1.185
4 C -0.53156 -0.19649 -0.55855  C5 1.326, N6 1.403, S7 1.783
5 C -1.12728 -0.93015 -1.48934  C4 1.326, H9 1.163, H10 1.101
6 N 0.48237 0.75345 -0.75615  C3 1.185, C4 1.403
7 S -0.89832 -0.73880 1.09994  C2 1.671, C4 1.783
8 H 2.14318 1.43095 2.52629  C1 1.146
9 H -1.94114 -1.69367 -1.16183  C5 1.163
10 H -1.09245 -0.88657 -2.58904  C5 1.101

## Properties
total charge: 0
E: -645.10302 a.u.
E_HOMO: -0.32356 hartree
energy relative to the best compared isomer or geometry (same formula, charge and spin): 21.7 kcal/mol

Entry 4:
A cluster of 12 separate species, C40H74F6N11O13S2 in total in a non-equilibrium geometry, computed with ωB97M-V/def2-TZVPD.

Bonds (Å) are listed after each position.
Geometry (Å):
1 C 22.75258 7.50430 -4.69531  F2 1.388, F3 1.344, F4 1.281, S5 1.928
2 F 21.88432 8.25012 -3.91010  C1 1.388
3 F 22.58346 7.71561 -6.01143  C1 1.344
4 F 23.95009 7.84053 -4.39059  C1 1.281
5 S 22.54845 5.64316 -4.23442  C1 1.928, O6 1.460, O7 1.435, N8 1.750, S9 2.551
6 O 22.38313 5.75736 -2.78832  S5 1.460
7 O 21.35377 5.28301 -4.94395  S5 1.435
8 N 24.00259 4.90477 -4.87042  S5 1.750, S9 1.530
9 S 24.53895 4.16091 -3.64627  S5 2.551, N8 1.530, O10 1.494, O11 1.482, C12 1.982
10 O 25.15280 5.08099 -2.64249  S9 1.494
11 O 23.63359 3.12997 -3.08670  S9 1.482
12 C 26.07805 3.28473 -4.53576  S9 1.982, F13 1.332, F14 1.362, F15 1.376
13 F 26.65749 2.47434 -3.65216  C12 1.332
14 F 25.60832 2.62078 -5.62768  C12 1.362
15 F 26.91226 4.24426 -5.06270  C12 1.376
16 C 24.87489 5.29679 1.91894  C17 1.543, C20 1.578, H21 1.090, H22 1.090
17 C 24.00997 5.18386 0.64593  C16 1.543, C18 1.478, H23 1.090, H24 1.090
18 C 23.50741 6.57252 0.57632  C17 1.478, O19 1.427, H25 1.090, H26 1.090
19 O 23.16121 6.95334 1.90732  C18 1.427, C20 1.486
20 C 23.81602 6.00704 2.84810  C16 1.578, O19 1.486, H27 1.090, H28 1.090
21 H 25.82527 5.75037 1.63762  C16 1.090
22 H 25.24948 4.31570 2.21089  C16 1.090
23 H 23.21657 4.44370 0.74970  C17 1.090
24 H 24.53839 4.87586 -0.25630  C17 1.090
25 H 22.50868 6.53770 0.14108  C18 1.090
26 H 24.14145 7.16311 -0.08496  C18 1.090
27 H 23.09130 5.24895 3.14509  C20 1.090
28 H 24.16033 6.52363 3.74402  C20 1.090
29 C 27.25062 1.99144 -0.17548  C30 1.542, H34 1.090, H35 1.090, H36 1.090
30 C 27.93534 2.98518 0.78379  C29 1.542, O31 1.225, N32 1.343
31 O 28.11684 2.66930 1.95312  C30 1.225
32 N 28.28908 4.23646 0.44638  C30 1.343, C33 1.407, H37 1.010
33 C 28.10148 4.72559 -0.85961  N32 1.407, H38 1.090, H39 1.090, H40 1.090
34 H 26.30565 2.42600 -0.50148  C29 1.090
35 H 27.05782 1.04943 0.33790  C29 1.090
36 H 27.79676 1.78506 -1.09593  C29 1.090
37 H 28.52996 4.76943 1.26980  N32 1.010
38 H 27.09330 4.76903 -1.27167  C33 1.090
39 H 28.48352 3.98070 -1.55767  C33 1.090
40 H 28.62704 5.67872 -0.91816  C33 1.090
41 C 22.48238 11.11009 -1.65648  C42 1.529, H46 1.090, H47 1.090, H48 1.090
42 C 21.82790 11.25726 -0.28198  C41 1.529, O43 1.266, N44 1.259
43 O 20.71144 11.80920 -0.05306  C42 1.266
44 N 22.53246 10.79864 0.65583  C42 1.259, C45 1.494, H49 1.010
45 C 22.17158 10.81683 2.10598  N44 1.494, H50 1.090, H51 1.090, H52 1.090
46 H 23.56729 11.20861 -1.69354  C41 1.090
47 H 22.10711 11.97779 -2.19903  C41 1.090
48 H 22.29978 10.13293 -2.10359  C41 1.090
49 H 23.28291 10.17230 0.40163  N44 1.010
50 H 21.85898 9.83181 2.45256  C45 1.090
51 H 21.36020 11.48665 2.39077  C45 1.090
52 H 22.99142 11.15677 2.73875  C45 1.090
53 C 22.29178 2.28431 -6.69240  C54 1.524, H58 1.090, H59 1.090, H60 1.090
54 C 22.83655 3.09816 -7.86039  C53 1.524, O55 1.227, N56 1.308
55 O 22.63667 2.71757 -9.00921  C54 1.227
56 N 23.64502 4.09959 -7.62771  C54 1.308, C57 1.463, H61 1.010
57 C 24.35109 4.90125 -8.62732  N56 1.463, H62 1.090, H63 1.090, H64 1.090
58 H 22.66671 2.76708 -5.78993  C53 1.090
59 H 22.65713 1.26050 -6.77271  C53 1.090
60 H 21.20704 2.32143 -6.59214  C53 1.090
61 H 23.71402 4.37370 -6.65807  N56 1.010
62 H 24.27693 5.98607 -8.55124  C57 1.090
63 H 23.99424 4.64848 -9.62575  C57 1.090
64 H 25.41501 4.67277 -8.56438  C57 1.090
65 C 18.28407 7.36641 -4.51181  C66 1.471, H70 1.090, H71 1.090, H72 1.090
66 C 17.46860 7.05790 -3.32737  C65 1.471, O67 1.184, N68 1.321
67 O 16.32051 6.77581 -3.38740  C66 1.184
68 N 17.92041 7.11260 -2.08689  C66 1.321, C69 1.411, H73 1.010
69 C 19.25414 7.39919 -1.72578  N68 1.411, H74 1.090, H75 1.090, H76 1.090
70 H 18.78884 8.32680 -4.40703  C65 1.090
71 H 17.79153 7.34242 -5.48388  C65 1.090
72 H 19.09005 6.63569 -4.57922  C65 1.090
73 H 17.21909 6.97716 -1.37282  N68 1.010
74 H 19.25669 7.58673 -0.65204  C69 1.090
75 H 19.69910 8.24230 -2.25424  C69 1.090
76 H 19.74931 6.48055 -2.04046  C69 1.090
77 C 25.50376 -2.53695 -1.78459  C78 1.532, H82 1.090, H83 1.090, H84 1.090
78 C 25.28946 -1.34605 -0.84429  C77 1.532, O79 1.229, N80 1.331
79 O 25.68353 -1.28084 0.31842  C78 1.229
80 N 24.77349 -0.20351 -1.29235  C78 1.331, C81 1.481, H85 1.010
81 C 23.90582 -0.23872 -2.49245  N80 1.481, H86 1.090, H87 1.090, H88 1.090
82 H 24.83333 -3.36312 -1.54780  C77 1.090
83 H 26.52255 -2.90178 -1.65400  C77 1.090
84 H 25.34076 -2.29875 -2.83568  C77 1.090
85 H 24.56422 0.50164 -0.60021  N80 1.010
86 H 23.27295 0.64506 -2.57320  C81 1.090
87 H 23.27324 -1.12207 -2.57981  C81 1.090
88 H 24.56771 -0.02153 -3.33080  C81 1.090
89 C 24.12777 0.69072 -12.02397  C90 1.512, H94 1.090, H95 1.090, H96 1.090
90 C 25.18559 0.44204 -10.97324  C89 1.512, O91 1.229, N92 1.388
91 O 26.20932 -0.20773 -11.17562  C90 1.229
92 N 24.96898 0.93247 -9.69325  C90 1.388, C93 1.425, H97 1.010
93 C 25.82303 1.03009 -8.55712  N92 1.425, H98 1.090, H99 1.090, H100 1.090
94 H 23.98376 1.75135 -12.22994  C89 1.090
95 H 23.17861 0.22031 -11.76724  C89 1.090
96 H 24.46314 0.22938 -12.95283  C89 1.090
97 H 24.07094 1.39231 -9.64673  N92 1.010
98 H 26.35625 1.96253 -8.74240  C93 1.090
99 H 26.58828 0.26025 -8.45791  C93 1.090
100 H 25.11719 1.17028 -7.73844  C93 1.090
101 C 23.92141 11.36656 -4.61001  C102 1.455, H106 1.090, H107 1.090, H108 1.090
102 C 25.12848 11.77519 -5.31224  C101 1.455, O103 1.253, N104 1.321
103 O 25.12300 12.61507 -6.24179  C102 1.253
104 N 26.23881 11.22878 -4.85041  C102 1.321, C105 1.516, H109 1.010
105 C 27.51866 11.91262 -5.28797  N104 1.516, H110 1.090, H111 1.090, H112 1.090
106 H 23.67194 12.05479 -3.80242  C101 1.090
107 H 23.82418 10.33892 -4.25983  C101 1.090
108 H 23.02763 11.54865 -5.20675  C101 1.090
109 H 26.32680 10.73074 -3.97616  N104 1.010
110 H 28.28622 11.94946 -4.51492  C105 1.090
111 H 27.46785 12.97579 -5.52290  C105 1.090
112 H 27.85656 11.39648 -6.18658  C105 1.090
113 C 26.84567 7.92271 -3.06343  C114 1.483, H118 1.090, H119 1.090, H120 1.090
114 C 27.57507 7.96146 -4.35423  C113 1.483, O115 1.257, N116 1.331
115 O 28.55016 8.74541 -4.47006  C114 1.257
116 N 26.91820 7.43120 -5.38275  C114 1.331, C117 1.450, H121 1.010
117 C 27.16115 7.77074 -6.77097  N116 1.450, H122 1.090, H123 1.090, H124 1.090
118 H 27.30357 7.36936 -2.24353  C113 1.090
119 H 25.84685 7.50999 -2.92161  C113 1.090
120 H 26.75744 8.93062 -2.65794  C113 1.090
121 H 26.20086 6.74053 -5.21390  N116 1.010
122 H 27.34386 8.83938 -6.88377  C117 1.090
123 H 26.26338 7.59245 -7.36285  C117 1.090
124 H 27.97881 7.18211 -7.18695  C117 1.090
125 N 29.78053 3.74851 -4.29439  C126 1.386, C130 1.333
126 C 29.79353 5.11615 -4.51973  N125 1.386, C127 1.395, H131 1.080
127 C 30.79009 5.92048 -3.96718  C126 1.395, C128 1.422, H132 1.080
128 C 31.78157 5.31129 -3.15046  C127 1.422, C129 1.407, H133 1.080
129 C 31.64147 3.95656 -2.79789  C128 1.407, C130 1.371, H134 1.080
130 C 30.63449 3.24856 -3.40107  N125 1.333, C129 1.371, H135 1.080
131 H 29.00129 5.53660 -5.12137  C126 1.080
132 H 30.73459 6.98807 -4.12072  C127 1.080
133 H 32.48862 5.86077 -2.54669  C128 1.080
134 H 32.31175 3.58302 -2.03789  C129 1.080
135 H 30.48913 2.25456 -3.00453  C130 1.080
136 N 29.47140 -1.93187 -5.66253  C137 1.350, C141 1.347
137 C 30.34031 -0.93615 -5.94009  N136 1.350, C138 1.440, H142 1.080
138 C 30.01885 0.45499 -5.75599  C137 1.440, C139 1.396, H143 1.080
139 C 28.72701 0.77301 -5.33434  C138 1.396, C140 1.379, H144 1.080
140 C 27.87626 -0.26864 -5.03066  C139 1.379, C141 1.354, H145 1.080
141 C 28.26194 -1.55479 -5.20387  N136 1.347, C140 1.354, H146 1.080
142 H 31.30249 -1.18365 -6.36360  C137 1.080
143 H 30.76668 1.18838 -6.01920  C138 1.080
144 H 28.39052 1.79402 -5.23088  C139 1.080
145 H 26.84283 -0.07713 -4.78218  C140 1.080
146 H 27.54880 -2.32466 -4.94867  C141 1.080

## Properties
total charge: -1
E: -4544.59186 a.u.
E_HOMO: -0.26669 hartree